# 1
{
  "formula": "C5H9N2S2",
  "method": "ωB97M-V/def2-TZVPD",
  "species": ["N", "C", "S", "N", "C", "C", "C", "C", "S", "H", "H", "H", "H", "H", "H", "H", "H", "H"],
  "coordinates": [[0.99323, -1.17046, -1.31214], [0.38306, -0.60350, -0.07686], [0.16720, -1.63252, 1.52592], [-1.05769, -0.39064, -0.44004], [-1.72351, 0.82998, 0.22944], [-0.93812, 1.67294, 0.87086], [0.54301, 1.69511, 0.88050], [1.17748, 0.59817, 0.33292], [2.81319, 0.27757, 0.22531], [1.04303, -2.11276, -1.21071], [1.83721, -0.66885, -1.62410], [1.39419, -2.02202, 1.66069], [-1.69545, -1.16900, -0.22854], [-0.92535, -0.21445, -1.45770], [-2.79817, 0.85147, 0.22248], [-1.62382, 2.47950, 1.42796], [1.19520, 2.49179, 1.26653], [3.40309, 1.47920, 0.40506]],
  "forces_ev_per_a": [[-1.4, 3.4, 1.5], [1.2, -1.8, -0.2], [-1.1, 0.3, -1.2], [-0.7, 2.9, -0.4], [1.2, -1.4, -0.1], [-1.1, 2.8, 1.4], [0.5, -1.6, -1.0], [-3.1, 2.8, 1.2], [2.7, -0.3, -0.1], [0.7, -3.4, -0.3], [-0.6, -0.8, 0.4], [1.4, -0.3, 0.0], [0.7, -0.3, -0.4], [-0.9, -0.5, 0.3], [-0.1, -0.2, -0.2], [2.2, -1.6, -1.2], [-1.0, -0.2, -0.1], [-0.6, 0.0, 0.2]],
  "nbo_charge": [-0.850, 0.165, 0.000, -0.579, -0.097, -0.168, -0.254, -0.217, 0.144, 0.392, 0.416, 0.154, 0.462, 0.470, 0.250, 0.279, 0.257, 0.174],
  "relative_energy_ev": 2.895,
  "largest_force_ha_per_bohr": 0.0853,
  "homo_ev": -12.5,
  "orbital_gap_ev": 8.4,
  "charge": 1,
  "total_energy_ev": -29972.746,
  "smiles": "N[C@]1(S)[NH2+]C=CC=C1S"
}

---

# 2
{
  "formula": "C5H9N3",
  "method": "ωB97M-V/def2-TZVPD",
  "species": ["C", "C", "C", "N", "C", "C", "N", "N", "H", "H", "H", "H", "H", "H", "H", "H", "H"],
  "coordinates": [[0.10230, -1.66773, -0.03934], [-0.08649, 0.98888, 0.04387], [-0.00056, -0.23446, 0.00751], [-0.18407, 2.31481, 0.02491], [-2.97048, -0.34443, -0.23287], [3.01171, 0.14448, 0.09886], [-2.30972, 0.67441, 0.03491], [2.16593, 1.04000, 0.25024], [-1.09200, 2.66044, 0.30525], [0.64301, 2.78748, 0.36406], [-0.47248, -2.08410, -0.87315], [-0.21202, -2.14632, 0.89171], [1.15099, -1.94084, -0.22012], [-2.56228, -1.34030, -0.48228], [-4.07371, -0.30153, -0.23417], [2.80135, -0.91673, -0.14259], [4.08851, 0.36593, 0.20320]],
  "forces_ev_per_a": [[0.2, -0.5, -0.1], [0.2, -2.2, -0.2], [-0.1, 1.8, 0.0], [0.0, 0.4, 0.0], [-0.1, -0.2, -0.1], [0.2, -0.3, -0.1], [-1.2, 0.1, 0.0], [1.1, 0.3, 0.1], [0.1, 0.0, 0.0], [-0.1, 0.0, 0.0], [0.0, 0.0, 0.1], [0.0, 0.0, -0.1], [-0.2, -0.1, 0.0], [0.1, 0.3, 0.1], [0.2, 0.1, 0.0], [-0.1, 0.4, 0.1], [-0.2, 0.1, 0.0]],
  "nbo_charge": [-0.674, 0.335, -0.052, -0.847, -0.176, -0.173, -0.310, -0.308, 0.415, 0.416, 0.227, 0.230, 0.230, 0.163, 0.182, 0.158, 0.183],
  "relative_energy_ev": 7.338,
  "largest_force_ha_per_bohr": 0.0436,
  "homo_ev": [-7.7, -7.8],
  "orbital_gap_ev": [8.1, 8.2],
  "total_energy_ev": -9794.129
}

---

# 3
{
  "formula": "C5H9N3",
  "method": "ωB97M-V/def2-TZVPD",
  "species": ["C", "C", "N", "N", "C", "C", "N", "C", "H", "H", "H", "H", "H", "H", "H", "H", "H"],
  "coordinates": [[-1.72672, -0.26874, 0.74320], [-0.80356, -0.43215, -0.61373], [-0.54144, 0.97603, -1.05343], [0.27095, 1.73027, -0.14391], [1.15168, 1.17978, 0.56907], [1.54098, -0.19617, 0.58941], [1.71757, -0.65463, -0.84585], [0.51998, -1.01966, -0.20841], [-1.06086, -0.16893, 1.56624], [-2.21474, -1.22593, 0.89386], [-2.52773, 0.37271, 0.55659], [-1.14536, -1.11015, -1.44452], [-1.25930, 1.53971, -1.53321], [1.76217, 1.88499, 1.09326], [2.14501, -0.73125, 1.37777], [1.55338, 0.13144, -1.48308], [0.61800, -2.00731, -0.06327]],
  "forces_ev_per_a": [[1.2, -3.5, -2.8], [-0.9, 1.6, 1.5], [1.7, -0.6, 0.5], [-2.3, 0.5, -2.1], [0.5, 0.9, 0.8], [-0.8, -2.6, -1.4], [1.5, 0.5, -0.5], [0.5, 2.6, 0.3], [0.2, 0.9, 0.7], [-0.1, -0.5, 0.2], [-0.8, 1.7, 0.1], [-0.5, 1.1, 0.8], [0.6, -0.6, 1.0], [0.2, 0.4, 0.6], [-0.6, 1.1, -1.1], [0.2, -0.1, 0.4], [-0.8, -3.6, 1.0]],
  "nbo_charge": [-0.618, -0.072, -0.506, -0.242, -0.007, -0.177, -0.550, -0.079, 0.220, 0.202, 0.215, 0.220, 0.394, 0.196, 0.231, 0.366, 0.208],
  "relative_energy_ev": 3.601,
  "largest_force_ha_per_bohr": 0.0901,
  "homo_ev": -8.3,
  "orbital_gap_ev": 9.4,
  "total_energy_ev": -9797.866,
  "smiles": "C[C@H]1NN=C[C@@H]2N[C@@H]21"
}